Entry 1:
DFT (ωB97M-V with the def2-TZVPD basis set) results for C17H43GaNO11P2 as an isolated structure.

Element x y z (Å)
C  4.014  -4.161  -1.449
C  4.337  -3.393  -2.738
O  5.013  -3.917  -3.566
O  3.910  -2.119  -2.946
C  2.575  -2.078  -3.581
Ga  1.135  -2.290  -2.074
N  -0.319  -1.027  -2.300
C  0.579  -4.281  -2.086
C  -0.896  -4.590  -2.482
O  -1.492  -3.659  -3.372
H  3.466  -5.085  -1.696
H  3.420  -3.552  -0.748
H  4.979  -4.455  -0.996
H  2.468  -1.116  -4.110
H  2.505  -2.928  -4.293
H  1.903  -1.974  -0.683
H  0.120  -0.123  -2.471
H  -0.815  -0.940  -1.414
H  1.273  -4.875  -2.720
H  0.722  -4.679  -1.056
H  -0.904  -5.607  -2.943
H  -1.546  -4.626  -1.586
H  -0.845  -3.254  -3.961
O  1.896  1.717  0.480
P  2.900  2.023  1.555
O  3.158  3.635  1.268
C  2.144  4.547  1.678
C  2.015  4.629  3.190
O  4.201  1.342  0.826
C  4.088  0.466  -0.306
C  4.177  1.242  -1.603
O  3.740  2.093  2.998
C  5.147  1.883  3.125
C  5.995  2.953  2.473
H  1.189  4.261  1.225
H  2.419  5.525  1.281
H  1.661  3.683  3.609
H  1.305  5.409  3.473
H  2.979  4.846  3.650
H  3.180  -0.132  -0.252
H  4.924  -0.236  -0.252
H  3.478  2.081  -1.625
H  3.968  0.591  -2.453
H  5.177  1.667  -1.724
H  5.416  0.886  2.780
H  5.351  1.890  4.200
H  5.823  3.035  1.402
H  7.055  2.731  2.623
H  5.778  3.933  2.904
O  -3.224  0.648  -0.418
P  -4.567  0.987  0.164
O  -4.391  0.390  1.697
C  -3.590  1.139  2.607
C  -4.225  2.468  2.979
O  -5.415  -0.217  -0.567
C  -4.883  -0.990  -1.649
C  -4.186  -2.233  -1.142
O  -5.996  1.754  0.566
C  -7.290  1.157  0.474
C  -7.519  0.021  1.447
H  -2.595  1.294  2.178
H  -3.472  0.526  3.502
H  -4.281  3.136  2.116
H  -3.641  2.969  3.755
H  -5.242  2.323  3.344
H  -4.227  -0.388  -2.276
H  -5.730  -1.282  -2.276
H  -3.451  -2.006  -0.368
H  -3.677  -2.752  -1.957
H  -4.910  -2.918  -0.690
H  -7.500  0.860  -0.554
H  -8.001  1.956  0.702
H  -6.823  -0.803  1.307
H  -8.531  -0.375  1.325
H  -7.399  0.365  2.476

The total charge is -1. For the HOMO-LUMO gap, the calculation gives 0.2089 hartree.

***

Entry 2:
DFT (ωB97M-V with the def2-TZVPD basis set) results for C29H26Cl2IrN5O4 as an isolated structure.

Element x y z (Å)
Ir  0.149  0.194  0.312
O  -3.053  -3.223  5.152
C  -1.847  -3.191  5.220
O  -0.867  -3.508  5.851
C  -1.288  -2.465  3.770
C  -2.223  -2.000  2.867
C  -1.750  -1.372  1.727
N  -0.410  -1.247  1.518
C  0.494  -1.646  2.453
C  0.075  -2.289  3.605
C  1.858  -1.208  2.174
C  2.985  -1.663  2.851
C  4.226  -1.148  2.538
C  4.322  -0.182  1.538
C  3.175  0.219  0.891
N  1.965  -0.276  1.181
C  -2.573  -0.696  0.731
C  -3.956  -0.837  0.633
C  -4.655  -0.087  -0.290
C  -3.959  0.801  -1.109
C  -2.589  0.871  -0.989
N  -1.897  0.132  -0.114
H  -3.279  -2.094  3.065
H  0.773  -2.603  4.364
H  2.878  -2.417  3.618
H  5.110  -1.483  3.063
H  5.275  0.252  1.273
H  3.206  0.978  0.120
H  -4.471  -1.530  1.284
H  -5.729  -0.180  -0.372
H  -4.476  1.430  -1.819
H  -2.010  1.561  -1.592
Cl  -0.511  7.580  1.597
C  -0.694  5.892  1.498
C  -1.720  5.274  2.223
C  -1.828  3.909  2.184
Cl  -3.057  3.107  3.051
C  -0.877  3.081  1.460
O  -0.882  1.845  1.629
C  0.070  3.777  0.587
C  0.895  3.093  -0.363
O  0.857  1.878  -0.722
C  0.169  5.156  0.674
H  -2.406  5.865  2.813
H  1.625  3.727  -0.877
H  0.913  5.675  0.084
C  2.561  -1.264  -3.776
C  2.160  -0.736  -2.376
N  0.721  -0.891  -2.166
C  0.354  -2.305  -2.234
C  0.735  -2.898  -3.616
N  1.324  -1.790  -4.434
C  0.318  -0.694  -4.600
C  -0.002  -0.137  -3.190
H  3.286  -2.074  -3.717
H  2.975  -0.481  -4.409
H  2.405  0.320  -2.276
H  2.688  -1.282  -1.594
H  -0.717  -2.395  -2.058
H  0.867  -2.837  -1.435
H  -0.130  -3.292  -4.145
H  1.475  -3.692  -3.534
H  1.572  -2.153  -5.353
H  -0.561  -1.117  -5.083
H  0.737  0.065  -5.257
H  -1.069  -0.208  -2.988
H  0.291  0.909  -3.108

The total charge is +2. For the energy above the lowest of the compared OMol25 structures with the same formula, charge and spin, the calculation gives 83.9 kJ/mol. As for the spin multiplicity: 5. As for the expectation value of S²: 6.031. For the HOMO-LUMO gap (spin up / spin down), the calculation gives 0.1421 / 0.1969 hartree.

***

Entry 3:
DFT (ωB97M-V with the def2-TZVPD basis set) results for C35H32ClN9S2W as an isolated structure.

Element x y z (Å)
W  -0.840  -0.715  0.123
C  4.431  -0.171  0.299
C  3.245  0.378  1.095
C  2.079  0.725  0.165
N  0.731  0.744  0.729
C  0.348  1.749  1.449
C  1.189  2.851  1.839
C  1.006  3.779  2.828
C  -0.080  4.005  3.683
C  -1.329  3.426  3.556
C  -1.813  2.538  2.611
C  -1.134  1.828  1.597
N  -1.749  1.153  0.654
C  -3.002  1.611  0.096
C  -2.773  1.843  -1.422
C  -1.280  1.823  -1.765
N  -0.690  0.484  -1.733
C  -0.402  -0.130  -2.846
C  -0.859  0.335  -4.132
C  -0.569  -0.054  -5.407
C  0.286  -1.050  -5.886
C  0.993  -1.916  -5.082
C  1.075  -2.037  -3.705
C  0.463  -1.323  -2.643
N  0.685  -1.569  -1.356
C  3.426  -1.949  -1.374
C  4.305  -1.635  -0.145
H  5.334  -0.085  0.911
H  4.603  0.464  -0.581
H  3.560  1.263  1.656
H  2.927  -0.356  1.836
H  2.042  0.000  -0.638
H  2.284  1.689  -0.319
H  2.136  2.910  1.320
H  1.858  4.439  2.982
H  0.058  4.728  4.478
H  -2.063  3.735  4.296
H  -2.863  2.280  2.694
H  -3.288  2.552  0.572
H  -3.798  0.883  0.263
H  -3.188  2.813  -1.712
H  -3.281  1.077  -2.009
H  -0.742  2.420  -1.026
H  -1.099  2.300  -2.727
H  -1.607  1.111  -4.077
H  -1.110  0.500  -6.171
H  0.365  -1.174  -6.959
H  1.581  -2.659  -5.616
H  1.705  -2.843  -3.362
H  3.206  -1.066  -1.977
H  3.956  -2.642  -2.033
H  5.314  -2.008  -0.348
H  3.931  -2.220  0.700
S  -2.975  -1.453  -1.111
C  -1.768  -2.495  -0.533
S  1.855  -2.772  -0.974
C  -1.732  -3.851  -0.779
C  -2.724  -4.480  -1.609
N  -3.513  -4.998  -2.275
C  -0.765  -4.757  -0.224
N  -0.018  -5.531  0.196
Cl  -1.305  -4.025  3.161
C  -0.632  -2.569  3.855
C  -0.938  -2.301  5.182
C  -0.439  -1.162  5.794
C  0.386  -0.318  5.062
C  0.670  -0.605  3.735
C  0.149  -1.721  3.066
C  0.410  -1.943  1.616
H  -1.606  -2.966  5.712
H  -0.715  -0.933  6.815
H  0.791  0.583  5.511
H  1.298  0.075  3.175
H  0.338  -2.999  1.369
H  1.439  -1.646  1.416
N  -2.209  -1.072  1.767
C  -3.009  -1.013  2.604
N  -4.011  -0.869  3.407
C  -4.089  -1.136  4.679
N  -4.291  -1.331  5.810

The total charge is -2. For the energy above the lowest of the compared OMol25 structures with the same formula, charge and spin, the calculation gives 0.0 kJ/mol. For the HOMO-LUMO gap (spin up / spin down), the calculation gives 0.1745 / 0.1745 hartree.

***

Entry 4:
DFT (ωB97M-V with the def2-TZVPD basis set) results for C16H26Cl5N7O2SSbY as an isolated structure.

Element x y z (Å)
Y  0.454  -0.727  -0.087
N  -1.410  1.046  1.298
N  -2.076  0.373  2.342
C  -1.825  -0.922  2.576
N  -2.514  -1.610  3.465
N  -0.816  -1.419  1.833
N  -0.676  -2.707  1.620
O  0.094  -2.971  0.687
O  -1.244  -3.548  2.260
H  -1.091  1.956  1.636
H  -2.052  1.216  0.513
H  -2.856  0.822  2.814
H  -3.301  -1.223  3.965
H  -2.303  -2.599  3.591
Cl  2.792  -2.083  -1.594
C  2.448  -0.596  -2.430
C  1.324  0.044  -1.922
C  1.001  1.278  -2.470
Cl  -0.321  2.058  -1.678
C  1.709  1.845  -3.523
Cl  1.241  3.350  -4.190
C  2.827  1.154  -4.019
Cl  3.728  1.821  -5.308
C  3.224  -0.072  -3.456
Cl  4.626  -0.877  -4.014
C  5.652  0.152  2.403
C  4.686  0.759  1.406
Sb  2.599  0.183  1.788
C  2.820  -1.526  3.116
C  3.044  -2.828  2.366
C  1.989  1.673  3.276
C  3.067  1.942  4.305
H  6.652  0.542  2.222
H  5.698  -0.931  2.300
H  5.387  0.404  3.428
H  4.930  0.459  0.387
H  4.690  1.849  1.452
H  1.909  -1.574  3.719
H  3.659  -1.322  3.782
H  2.237  -3.045  1.661
H  3.099  -3.658  3.070
H  3.981  -2.802  1.811
H  1.083  1.284  3.748
H  1.732  2.585  2.736
H  3.353  1.029  4.823
H  2.701  2.644  5.050
H  3.946  2.383  3.843
S  -2.062  -1.297  -1.128
C  -1.958  -2.496  -2.314
N  -2.794  -2.561  -3.340
C  -2.479  -3.663  -4.232
C  -1.416  -4.437  -3.426
N  -1.089  -3.508  -2.348
H  -3.489  -1.862  -3.549
H  -2.086  -3.278  -5.180
H  -3.368  -4.261  -4.442
H  -0.532  -4.660  -4.022
H  -1.816  -5.373  -3.021
H  -0.482  -3.765  -1.581

The total charge is +2. For the HOMO-LUMO gap, the calculation gives 0.2749 hartree.

***

Number 1: maximum force 0.1515 Eh/bohr. Number 2: maximum force 0.0542 Eh/bohr. Number 3: maximum force 0.0248 Eh/bohr. Number 4: maximum force 0.0550 Eh/bohr.